Density functional theory data (the ωB97M-V functional and the def2-TZVPD basis) for a molecular structure, C30H33Cl2SSb2TeTi.

Computed properties:
E_LUMO (alpha / beta)   -3.38 / -3.39 eV
Relative energy (zero: lowest compared OMol25 entry of this formula, charge and spin)   0.0 kJ/mol
HOMO level (alpha / beta)   -9.8 / -9.8 eV
Gap between HOMO and LUMO (alpha / beta)   6.4629 / 6.4540 eV
Energy   -4079.26233 a.u.

```
! wB97M-V def2-TZVPD RIJCOSX def2/J DEFGRID3
* xyz 1 1
Ti -0.552 0.408 0.075
Cl -2.718 -0.052 1.301
C -2.294 -1.084 2.675
C -3.279 -1.266 3.624
C -2.989 -2.076 4.710
C -1.741 -2.671 4.811
C -0.782 -2.460 3.834
Cl 0.753 -3.232 4.012
C -1.026 -1.647 2.717
S 0.195 -1.409 1.484
H -4.243 -0.791 3.514
H -3.734 -2.246 5.475
H -1.499 -3.307 5.650
C -1.518 -3.225 -0.803
Sb -1.280 -1.432 -1.959
C -3.422 -1.175 -2.158
C -0.147 2.009 -1.314
C -1.436 2.435 -0.774
C -2.620 1.921 -1.347
C -3.865 2.177 -0.800
C -3.956 2.932 0.361
C -2.810 3.442 0.950
C -1.544 3.218 0.411
C -0.350 3.849 1.047
Sb 0.803 2.361 2.109
C 2.463 3.623 2.551
C -0.289 2.467 3.938
H -1.961 -3.979 -1.454
H -2.170 -3.063 0.054
H -0.545 -3.569 -0.460
H -3.680 -0.416 -2.893
H -3.903 -0.953 -1.207
H -3.800 -2.132 -2.519
H -0.182 1.663 -2.343
H 0.705 2.656 -1.130
H -2.540 1.386 -2.282
H -4.756 1.800 -1.284
H -4.924 3.142 0.798
H -2.896 4.057 1.838
H -0.649 4.633 1.741
H 0.316 4.287 0.302
H 2.097 4.513 3.060
H 2.947 3.907 1.618
H 3.183 3.109 3.183
H -0.221 3.470 4.357
H 0.094 1.745 4.656
H -1.334 2.230 3.733
Te 2.248 -0.238 -0.548
C 2.769 0.494 -2.452
C 1.928 0.363 -3.551
C 2.332 0.834 -4.791
C 3.572 1.441 -4.933
C 4.410 1.578 -3.836
C 4.012 1.105 -2.594
C 2.532 -2.288 -0.924
C 3.018 -3.059 0.125
C 3.201 -4.422 -0.061
C 2.907 -5.003 -1.285
C 2.427 -4.225 -2.330
C 2.231 -2.863 -2.153
H 0.964 -0.121 -3.445
H 1.679 0.725 -5.647
H 3.887 1.809 -5.900
H 5.378 2.048 -3.946
H 4.672 1.209 -1.741
H 3.244 -2.608 1.083
H 3.577 -5.028 0.752
H 3.054 -6.065 -1.427
H 2.200 -4.678 -3.286
H 1.857 -2.262 -2.971
*
```

The molecule's Löwdin atomic charges, reported in e, are given here: 0.072, 0.814, -0.580, -0.097, -0.060, -0.092, -0.671, 0.701, -0.661, 0.485, 0.113, 0.116, 0.113, -0.384, 1.155, -0.388, -0.220, -0.375, -0.092, -0.082, -0.067, -0.040, -0.301, -0.310, 1.365, -0.297, -0.295, 0.005, -0.004, -0.021, -0.008, -0.022, 0.003, 0.053, 0.059, 0.093, 0.120, 0.118, 0.124, 0.075, 0.074, 0.017, 0.010, 0.010, 0.016, 0.010, 0.002, 1.411, -0.501, -0.165, -0.063, -0.066, -0.071, -0.136, -0.512, -0.160, -0.068, -0.068, -0.067, -0.140, 0.022, 0.112, 0.111, 0.111, 0.093, 0.093, 0.111, 0.110, 0.112, 0.076



Density functional theory data (the ωB97M-V functional and the def2-TZVPD basis) for a molecular structure, C30H33N4O4RuS.

Computed properties:
E_LUMO (alpha / beta)   -1.37 / -1.55 eV
Relative energy (zero: lowest compared OMol25 entry of this formula, charge and spin)   47.0 kJ/mol
HOMO level (alpha / beta)   -9.0 / -9.0 eV
Gap between HOMO and LUMO (alpha / beta)   7.6217 / 7.4142 eV
Energy   -2176.05851 a.u.

```
! wB97M-V def2-TZVPD RIJCOSX def2/J DEFGRID3
* xyz 0 2
Ru -0.015 0.105 0.416
C 1.718 -1.077 -6.941
C 2.008 -0.870 -5.481
C 0.978 -0.760 -4.552
C 1.251 -0.591 -3.203
C 2.561 -0.522 -2.765
C 3.604 -0.616 -3.678
C 3.322 -0.791 -5.022
S 2.985 -0.406 -1.040
O 4.227 0.315 -0.983
O 2.928 -1.735 -0.507
N 1.804 0.482 -0.362
C 2.069 1.938 -0.402
C 0.754 2.672 -0.485
O 0.608 3.739 -1.021
O -0.240 2.017 0.120
H 0.685 -0.827 -7.179
H 1.883 -2.119 -7.223
H 2.370 -0.463 -7.563
H -0.052 -0.796 -4.888
H 0.441 -0.501 -2.493
H 4.625 -0.535 -3.333
H 4.138 -0.856 -5.732
H 2.727 2.232 -1.215
H 2.551 2.239 0.533
C -1.959 1.146 -2.460
C -2.854 1.622 -1.352
C -3.667 2.729 -1.541
C -4.526 3.161 -0.543
C -4.624 2.448 0.636
C -3.848 1.312 0.863
C -4.105 0.491 2.097
C -2.934 0.953 -0.130
N -2.039 -0.157 0.100
C -2.468 -1.365 0.058
C -3.867 -1.751 -0.298
C -1.465 -2.394 0.328
C -1.950 -3.796 0.538
N -0.232 -2.006 0.395
C 0.771 -3.036 0.507
C 1.559 -3.097 1.654
C 1.443 -2.086 2.754
C 2.497 -4.116 1.746
C 2.681 -5.021 0.716
C 1.924 -4.908 -0.435
C 0.959 -3.917 -0.563
C 0.209 -3.816 -1.866
H -2.216 1.652 -3.389
H -2.063 0.069 -2.627
H -0.913 1.361 -2.255
H -3.607 3.266 -2.479
H -5.129 4.047 -0.692
H -5.323 2.759 1.403
H -4.409 1.139 2.918
H -3.241 -0.065 2.437
H -4.928 -0.206 1.911
H -4.488 -0.878 -0.475
H -4.314 -2.356 0.491
H -3.847 -2.362 -1.204
H -2.680 -3.789 1.351
H -1.145 -4.474 0.794
H -2.464 -4.167 -0.350
H 0.453 -2.062 3.209
H 1.646 -1.078 2.379
H 2.178 -2.294 3.530
H 3.111 -4.176 2.636
H 3.430 -5.797 0.800
H 2.093 -5.585 -1.265
H 0.884 -4.040 -2.692
H -0.191 -2.820 -2.044
H -0.616 -4.530 -1.918
N -0.987 0.103 3.395
C -0.646 0.115 2.291
*
```

The molecule's Löwdin atomic charges, reported in e, are given here: 1.341, -0.049, -0.268, -0.034, -0.080, -0.262, -0.042, -0.029, 0.593, -0.290, -0.267, -0.332, -0.172, -0.596, 0.103, -0.201, 0.075, 0.085, 0.081, 0.112, 0.065, 0.117, 0.117, 0.120, 0.133, -0.031, -0.209, -0.031, -0.061, -0.037, -0.200, -0.034, -0.196, 0.010, -0.251, 0.012, -0.244, 0.010, 0.050, -0.226, -0.218, -0.042, -0.036, -0.062, -0.044, -0.232, -0.025, 0.088, 0.078, 0.057, 0.115, 0.107, 0.115, 0.089, 0.035, 0.084, 0.091, 0.096, 0.102, 0.103, 0.093, 0.094, 0.063, 0.057, 0.085, 0.113, 0.106, 0.116, 0.090, 0.061, 0.081, 0.042, -0.380



Density functional theory data (the ωB97M-V functional and the def2-TZVPD basis) for a molecular structure, C30H34BrCl36N2O2 at a distorted geometry.

Computed properties:
E_LUMO   0.80 eV
HOMO level   -4.3 eV
Gap between HOMO and LUMO   5.1462 eV
Energy   -20564.02392 a.u.

```
! wB97M-V def2-TZVPD RIJCOSX def2/J DEFGRID3
* xyz -1 1
C 10.376 -2.609 2.027
C 10.605 -1.308 1.507
C 11.136 -0.983 0.039
C 10.117 -0.145 -0.881
C 10.980 0.579 -2.022
O 11.691 -0.186 -2.788
O 10.999 1.931 -2.290
N 9.173 0.737 -0.136
Br 10.034 2.078 0.849
C 8.177 1.282 -1.106
C 6.679 1.414 -0.535
C 6.189 2.963 -0.586
C 4.580 2.978 -0.515
C 4.003 2.496 0.902
C 2.573 3.113 1.298
C 1.519 3.206 0.093
C 0.701 1.832 -0.170
C -0.818 2.005 0.326
C -1.872 1.077 -0.500
C -3.085 0.537 0.438
C -3.731 -0.721 -0.322
N -5.224 -0.758 -0.302
C -6.171 -0.242 0.661
C -7.591 -0.628 0.154
C -7.435 -1.407 -1.199
C -5.891 -1.433 -1.391
H 10.578 -3.585 1.477
H 10.013 -2.701 3.116
H 10.429 -0.432 2.237
H 12.186 -0.506 0.021
H 11.274 -2.005 -0.486
H 9.461 -0.929 -1.425
H 8.524 2.352 -1.374
H 8.143 0.697 -2.102
H 5.987 0.858 -1.282
H 6.504 0.929 0.483
H 6.573 3.516 -1.507
H 6.568 3.482 0.371
H 4.201 4.042 -0.767
H 4.094 2.294 -1.315
H 4.027 1.342 0.962
H 4.750 2.863 1.709
H 2.111 2.384 2.073
H 2.685 4.111 1.874
H 0.725 3.985 0.411
H 1.947 3.576 -0.897
H 1.220 0.939 0.352
H 0.674 1.683 -1.314
H -1.223 3.074 0.252
H -0.873 1.694 1.437
H -1.276 0.234 -0.990
H -2.314 1.737 -1.341
H -3.841 1.351 0.699
H -2.595 0.194 1.412
H -3.358 -0.771 -1.409
H -3.381 -1.703 0.179
H -5.909 0.327 1.609
H -8.597 -0.377 0.637
H -8.246 -1.844 -1.843
H -5.352 -1.913 -2.284
C -3.182 5.197 -1.684
Cl -2.449 6.551 -0.798
Cl -1.931 4.358 -2.629
Cl -3.912 4.060 -0.530
Cl -4.436 5.815 -2.780
C -4.781 -4.706 1.460
Cl -5.660 -5.924 0.509
Cl -4.978 -5.054 3.192
Cl -3.055 -4.759 1.039
Cl -5.429 -3.093 1.100
C 14.095 3.251 -0.006
Cl 15.741 3.342 0.665
Cl 14.092 3.898 -1.659
Cl 13.560 1.560 -0.033
Cl 12.991 4.208 1.007
C -4.767 -8.864 5.473
Cl -3.114 -8.791 6.121
Cl -4.785 -8.217 3.819
Cl -5.323 -10.552 5.457
Cl -5.848 -7.895 6.498
C -8.884 -1.084 -5.089
Cl -9.793 0.431 -5.278
Cl -7.770 -1.282 -6.461
Cl -7.956 -1.036 -3.568
Cl -10.018 -2.453 -5.045
C -5.780 -13.621 8.340
Cl -4.613 -14.928 8.047
Cl -6.717 -13.981 9.806
Cl -4.910 -12.087 8.556
Cl -6.881 -13.487 6.952
C -6.900 3.702 2.559
Cl -5.564 4.861 2.717
Cl -7.502 3.713 0.888
Cl -6.318 2.072 2.967
Cl -8.214 4.156 3.666
C -14.135 -2.638 -6.748
Cl -12.486 -2.581 -6.085
Cl -14.133 -1.978 -8.398
Cl -14.703 -4.322 -6.784
Cl -15.219 -1.670 -5.724
C -0.351 9.026 -3.214
Cl 1.298 9.085 -2.556
Cl -0.353 9.680 -4.866
Cl -0.917 7.343 -3.241
Cl -1.432 9.997 -2.190
*
```

Results of the Löwdin charge analysis, in e, for atoms 1 through 99: -0.052, -0.180, -0.175, -0.331, -0.597, -0.122, -0.220, -0.515, 0.714, -0.289, -0.184, -0.208, -0.243, -0.221, -0.215, -0.216, -0.198, -0.221, -0.221, -0.164, -0.171, -0.239, -0.142, -0.063, -0.232, -0.149, 0.049, 0.046, 0.065, 0.051, 0.120, 0.156, 0.092, 0.136, 0.105, 0.108, 0.111, 0.111, 0.107, 0.111, 0.112, 0.113, 0.108, 0.112, 0.099, 0.095, 0.121, 0.109, 0.071, 0.113, 0.110, 0.070, 0.082, 0.112, 0.130, 0.087, 0.001, 0.087, -0.013, 0.121, -1.995, 0.487, 0.525, 0.534, 0.531, -1.982, 0.516, 0.489, 0.521, 0.655, -2.003, 0.481, 0.529, 0.567, 0.481, -2.017, 0.518, 0.492, 0.486, 0.515, -1.945, 0.525, 0.520, 0.648, 0.468, -2.026, 0.515, 0.513, 0.498, 0.503, -2.007, 0.513, 0.520, 0.566, 0.522, -2.011, 0.449, 0.513, 0.510



> Number 1 is which compound?

C30H33Cl2SSb2TeTi



> Which formula does entry 3 have?

C30H34BrCl36N2O2



> Among the records above, which one has the highest energy?

C30H33N4O4RuS



> The lowest energy belongs to which entry?

C30H34BrCl36N2O2